No. 1
Entry from the Open Molecules 2025 dataset: the molecule C6H7IO2 in a non-equilibrium geometry (ωB97M-V with the def2-TZVPD basis set).

Properties
SMILES: CO[C@@H](I)c1ccco1
Relative energy (zero: lowest compared OMol25 entry of this formula, charge and spin) in kJ/mol: 184.3
Gap between HOMO and LUMO in eV: 9.076
LUMO level in eV: 0.437
HOMO in eV: -8.64

Element x y z (Å)
C 2.39987 -1.20496 1.34304
O 1.59586 -0.51360 0.43683
C 0.36424 -1.05375 0.19595
I -0.64114 -1.74259 1.95980
C -0.56869 0.26527 -0.49887
C -0.95756 1.50290 -0.04580
C -1.80148 1.99232 -1.02547
C -2.06389 1.01764 -1.92943
O -1.23375 -0.06729 -1.64630
H 3.56093 -1.02369 1.08050
H 2.15307 -2.30207 1.18212
H 2.20488 -0.88485 2.43164
H 0.42689 -1.92584 -0.50370
H -0.41605 2.08474 0.67132
H -2.39041 2.83174 -0.84342
H -2.63275 1.02401 -2.80823

Mulliken population analysis, charges in e, atoms 1 to 6: -0.7174 -0.2669 -0.4027 0.0736 0.3433 -0.3866

No. 2
Entry from the Open Molecules 2025 dataset: a structure of composition C6H7KO6 in a non-equilibrium geometry (ωB97M-V with the def2-TZVPD basis set).

Properties
Relative energy (zero: lowest compared OMol25 entry of this formula, charge and spin) in kJ/mol: 0.0
Gap between HOMO and LUMO in eV: 7.744
LUMO level in eV: -0.832
HOMO in eV: -8.58

Element x y z (Å)
O -0.52476 0.69534 -4.30808
C 0.19561 0.38689 -3.32792
O 1.06783 -0.51388 -3.32495
O -0.08517 1.04532 -2.17583
C 0.41608 0.51407 -0.95290
C -0.18143 1.33007 0.17550
C -0.34804 0.57585 1.46619
C 0.59651 0.39518 2.54841
K 0.80144 -0.84650 -6.09198
H 1.51435 0.58480 -0.94387
H 0.13788 -0.54662 -0.86774
H -1.15578 1.73073 -0.13733
H 0.46072 2.20438 0.35835
H -1.26350 0.95313 1.95839
H 1.66059 0.63864 2.36045
O 0.38441 -0.44373 3.46840
C -0.80458 -2.52631 2.92893
O -1.03556 -2.37193 1.75283
O -1.14512 -3.09740 3.89442
H -0.69147 -0.70805 1.21874

Mulliken population analysis, charges in e, atoms 1 to 6: -0.8199 0.8027 -0.8185 -0.2808 -0.4414 -0.4889